The following is a quantum chemistry calculation of a molecular structure, C32H29GeN4O3S5Sr, from the Open Molecules 2025 dataset.

The geometry in XYZ format:
```
75
Properties=species:S:1:pos:R:3:forces:R:3
Sr 1.075 -1.052 0.608 0.0 0.0 0.0
C -1.376 2.444 2.440 0.0 0.0 0.0
C -0.151 2.025 1.695 0.0 0.0 0.0
N -0.162 1.467 0.547 0.0 0.0 0.0
N -1.420 1.127 0.071 0.0 0.0 0.0
C -1.496 0.733 -1.248 0.0 0.0 -0.1
N -2.424 -0.244 -1.447 0.0 0.0 0.0
S -0.608 1.420 -2.450 0.0 0.0 0.0
C 1.196 2.156 2.317 0.0 0.0 0.1
C 1.534 3.241 3.115 0.0 0.0 0.0
C 2.797 3.287 3.679 0.0 0.0 0.0
C 3.678 2.249 3.433 0.0 0.0 0.0
C 3.258 1.202 2.628 0.0 0.0 0.0
N 2.043 1.146 2.085 0.0 0.1 0.0
H -2.099 2.887 1.754 0.0 0.0 0.0
H -1.141 3.141 3.241 0.0 0.0 0.0
H -1.830 1.552 2.883 0.0 0.0 0.0
H -1.903 0.531 0.743 0.0 0.0 0.0
H -2.575 -0.909 -0.702 0.0 0.0 0.0
H -2.429 -0.625 -2.379 0.0 0.0 0.0
H 0.824 4.037 3.292 0.0 0.0 0.0
H 3.083 4.119 4.309 0.0 0.0 0.0
H 4.670 2.231 3.865 0.0 0.0 0.0
H 3.903 0.358 2.414 0.0 0.0 0.0
O 2.106 -6.959 0.668 0.0 0.0 0.0
C 2.257 -5.791 0.391 0.0 0.0 0.0
S 3.256 -4.673 1.318 0.0 0.0 0.0
C 3.002 -3.228 0.333 0.1 0.0 0.1
C 2.188 -3.370 -0.744 -0.1 0.0 -0.1
S 1.654 -2.179 -1.917 0.0 0.0 0.0
S 1.514 -4.986 -0.987 0.0 0.0 0.0
S 3.822 -1.794 0.935 0.0 0.0 0.0
O -1.255 -0.745 2.075 0.0 0.0 0.1
C -0.798 -1.799 2.617 0.0 0.0 0.0
O -0.317 -2.752 1.970 0.1 0.0 -0.1
C -0.582 -1.788 4.123 0.0 0.0 0.0
C 0.912 -1.448 4.273 0.0 0.0 0.0
Ge 1.591 -0.905 6.017 0.0 0.0 0.0
C 1.243 1.007 6.292 0.0 0.0 0.0
C 2.207 1.843 6.854 0.0 0.0 0.0
C 1.947 3.189 7.080 0.0 0.0 0.0
C 0.712 3.724 6.741 0.0 0.0 0.0
C -0.257 2.909 6.171 0.0 0.0 0.0
C 0.010 1.565 5.948 0.0 0.0 0.0
C 3.516 -1.207 6.032 0.0 0.0 0.0
C 4.260 -1.143 7.210 0.0 0.0 0.0
C 5.636 -1.329 7.193 0.0 0.0 0.0
C 6.285 -1.589 5.992 0.0 0.0 0.0
C 5.557 -1.669 4.814 0.0 0.0 0.0
C 4.181 -1.478 4.835 0.0 0.0 0.0
C 0.728 -1.879 7.473 0.0 0.0 0.0
C 0.048 -1.224 8.498 0.0 0.0 0.0
C -0.572 -1.941 9.514 0.0 0.0 0.0
C -0.522 -3.327 9.515 0.0 0.0 0.0
C 0.151 -3.994 8.500 0.0 0.0 0.0
C 0.771 -3.274 7.489 0.0 0.0 0.0
H -0.791 -2.768 4.551 0.0 0.0 0.0
H -1.228 -1.047 4.593 0.0 0.0 0.0
H 1.158 -0.604 3.619 0.0 0.0 0.0
H 1.498 -2.298 3.916 0.0 0.0 0.0
H 3.181 1.440 7.113 0.0 0.0 0.0
H 2.709 3.820 7.521 0.0 0.0 0.0
H 0.505 4.772 6.921 0.0 0.0 0.0
H -1.223 3.319 5.904 0.0 0.0 0.0
H -0.758 0.945 5.500 0.0 0.0 0.0
H 3.761 -0.959 8.157 0.0 0.0 0.0
H 6.200 -1.279 8.116 0.0 0.0 0.0
H 7.358 -1.741 5.979 0.0 0.0 0.0
H 6.042 -1.893 3.872 0.0 0.0 0.0
H 3.643 -1.568 3.896 0.0 0.0 0.0
H 0.000 -0.140 8.505 0.0 0.0 0.0
H -1.097 -1.417 10.303 0.0 0.0 0.0
H -1.007 -3.888 10.304 0.0 0.0 0.0
H 0.192 -5.076 8.494 0.0 0.0 0.0
H 1.293 -3.809 6.702 0.0 0.0 0.0
```
Positions in Å, forces in eV/Å.

The electronic energy comes out at -157292.45902 eV. The HOMO-LUMO gap is 5.782 eV. The value obtained for the energy relative to the best compared isomer or geometry (same formula, charge and spin) is 26.48 kJ/mol. The value obtained for the lowest unoccupied orbital energy is 2.0 eV. Its highest occupied orbital energy is -3.82 eV. Its charge is -1.

The following is a quantum chemistry calculation of a molecular structure, C12H23InNO3, from the Open Molecules 2025 dataset.

The geometry in XYZ format:
```
40
Properties=species:S:1:pos:R:3:forces:R:3
C -0.191 1.912 -0.330 -0.3 -0.3 -0.1
C -0.560 1.538 -1.747 0.4 0.4 0.1
O 0.455 0.768 -2.365 -0.2 -0.1 0.0
C 0.184 -0.622 -2.375 0.0 0.1 -0.3
C 1.463 -1.311 -2.809 0.0 0.1 0.1
O 1.386 -2.712 -2.887 -0.1 0.0 0.0
C 1.137 -3.399 -1.663 0.2 0.0 0.1
C 2.221 -3.323 -0.610 0.2 -0.2 -0.1
O 3.118 -4.380 -0.797 0.0 0.1 -0.1
C 4.046 -4.477 0.301 -0.1 -0.3 0.4
In 3.139 -5.184 2.250 -0.2 0.0 -0.1
H 0.805 2.328 -0.303 0.3 0.1 0.0
H -0.893 2.649 0.040 -0.2 0.1 0.2
H -0.245 1.032 0.302 0.2 0.0 0.3
H -0.656 2.456 -2.323 -0.1 0.1 -0.3
H -1.519 1.028 -1.757 -0.2 -0.2 -0.2
H -0.596 -0.841 -3.109 -0.2 -0.1 0.0
H -0.168 -0.958 -1.404 0.0 -0.1 0.3
H 2.278 -0.954 -2.180 0.1 -0.1 0.2
H 1.675 -0.967 -3.815 0.1 0.0 -0.3
H 1.052 -4.443 -1.928 0.0 -0.3 -0.2
H 0.182 -3.112 -1.224 -0.2 0.3 0.0
H 2.772 -2.376 -0.635 -0.1 0.3 0.0
H 1.746 -3.387 0.370 0.0 -0.1 0.3
H 4.588 -3.534 0.410 0.1 0.3 -0.1
H 4.780 -5.216 -0.004 0.1 -0.2 -0.2
H 2.057 -6.560 1.832 0.1 0.1 0.1
H 2.143 -3.843 2.916 0.1 -0.1 0.0
H 4.403 -5.729 3.391 -0.1 0.1 -0.1
N -2.639 3.740 1.692 -0.1 0.1 0.0
C -3.943 3.537 1.525 0.1 -0.1 0.0
C -4.913 4.487 1.810 0.0 0.0 0.0
C -4.504 5.717 2.299 0.0 0.0 0.0
C -3.150 5.944 2.482 0.0 0.0 0.0
C -2.263 4.927 2.163 0.1 -0.1 0.0
H -4.219 2.560 1.143 0.0 0.0 0.0
H -5.959 4.266 1.652 0.0 0.0 0.0
H -5.229 6.485 2.536 0.0 0.0 0.0
H -2.787 6.889 2.863 0.0 0.0 0.0
H -1.194 5.063 2.289 0.0 0.0 0.0
```
Positions in Å, forces in eV/Å.

The electronic energy comes out at -25620.17252 eV. The HOMO-LUMO gap is 5.920 eV. The value obtained for the lowest unoccupied orbital energy is 2.0 eV. Its highest occupied orbital energy is -3.87 eV. Its charge is -1.

The following is a quantum chemistry calculation of 2 unconnected molecules or ions with the total composition C16H12F3N2O5S2 in a non-equilibrium geometry, from the Open Molecules 2025 dataset.

The geometry in XYZ format:
```
40
Properties=species:S:1:pos:R:3:forces:R:3
C -2.862 0.662 3.196 -0.4 0.1 0.1
C -1.485 0.350 2.711 0.3 -0.2 -0.2
C -0.618 1.372 2.304 0.2 -0.6 0.0
C 0.743 1.094 2.162 -0.4 0.2 0.2
C 1.223 -0.169 2.511 -0.4 -0.1 -0.5
C 2.646 -0.407 2.928 -0.5 0.4 1.0
N 3.175 0.923 3.696 0.3 0.2 -0.1
O 3.338 0.851 4.913 -0.4 0.1 -1.7
O 3.407 1.902 2.981 -0.3 -1.5 1.6
C 0.320 -1.234 2.571 0.2 0.0 0.7
C -1.034 -0.980 2.720 0.0 0.6 -0.1
H -3.261 -0.228 3.694 -0.1 0.3 -0.1
H -2.793 1.475 3.932 -0.2 -0.2 -0.2
H -3.558 0.964 2.401 0.3 -0.1 0.1
H -1.000 2.385 2.153 0.2 -0.4 0.0
H 1.431 1.859 1.821 -0.1 0.0 0.3
H 2.728 -1.228 3.662 -0.2 0.7 -0.1
H 0.707 -2.252 2.567 -0.1 0.1 0.3
H -1.747 -1.787 2.910 0.3 0.2 -0.2
F 3.958 -2.891 0.552 -0.3 0.5 -0.3
C 3.421 -1.654 0.384 -0.6 0.3 -0.6
F 3.979 -1.103 -0.728 -0.4 -0.8 0.9
F 2.100 -1.804 0.175 1.2 0.2 0.4
S 3.933 -0.558 1.759 1.5 -0.1 -1.8
N 0.314 0.542 -1.513 1.0 0.0 1.1
C 0.804 0.613 -2.792 -0.5 -0.2 1.6
O 1.972 0.830 -3.107 -0.8 0.0 -0.2
C -0.345 0.375 -3.734 -0.1 -0.1 -1.0
C -1.479 -0.003 -3.044 -1.5 -0.2 -0.4
C -2.675 -0.278 -3.704 0.3 0.1 -0.4
C -2.718 -0.166 -5.106 0.3 0.1 0.2
C -1.569 0.230 -5.815 0.0 -0.1 0.3
C -0.373 0.489 -5.129 -0.1 0.0 0.2
S -1.171 0.007 -1.265 1.6 0.5 -2.5
O -1.224 -1.359 -0.782 -0.2 0.4 0.3
O -2.024 0.992 -0.636 0.0 -0.3 0.3
H -3.552 -0.561 -3.131 0.0 0.0 -0.1
H -3.640 -0.389 -5.651 0.3 0.1 0.2
H -1.601 0.334 -6.905 0.0 -0.1 0.4
H 0.530 0.801 -5.661 -0.3 -0.1 0.2
```
Positions in Å, forces in eV/Å.

The electronic energy comes out at -59825.61651 eV. The HOMO-LUMO gap is 7.332 eV. The value obtained for the energy relative to the best compared isomer or geometry (same formula, charge and spin) is 0.00 kJ/mol. The value obtained for the lowest unoccupied orbital energy is 2.1 eV. Its highest occupied orbital energy is -5.22 eV. Its charge is -1.

The following is a quantum chemistry calculation of a molecular structure, C22H30N4O9OsP in a non-equilibrium geometry, from the Open Molecules 2025 dataset.

The geometry in XYZ format:
```
67
Properties=species:S:1:pos:R:3:forces:R:3
Os -1.039 -0.662 -0.954 1.9 0.6 -0.3
O -2.795 -5.505 -4.359 0.0 0.0 0.0
C -2.450 -4.421 -3.664 0.0 0.0 0.0
C -3.328 -3.368 -3.395 0.0 0.0 0.0
C -2.855 -2.304 -2.668 0.0 0.1 0.0
N -1.603 -2.242 -2.229 -0.1 0.0 0.1
C -0.766 -3.258 -2.457 0.0 0.0 0.0
C -1.140 -4.363 -3.174 0.0 0.0 0.0
C 0.550 -3.038 -1.777 -0.1 0.0 0.0
O 1.505 -3.757 -1.879 0.0 0.0 0.0
O 0.495 -1.948 -1.043 -0.1 -0.3 0.2
C -3.647 -1.099 -2.248 0.0 0.0 -0.1
O -4.797 -0.916 -2.526 0.0 0.0 0.0
O -2.877 -0.272 -1.568 -0.3 -0.1 0.5
H -3.714 -5.462 -4.653 0.0 0.0 0.0
H -4.358 -3.361 -3.729 0.0 0.0 0.0
H -0.438 -5.166 -3.347 0.0 0.0 0.0
C -3.232 4.947 2.167 0.0 0.0 0.0
O -3.398 3.850 3.065 0.0 0.0 0.0
C -2.981 2.645 2.688 0.0 0.0 0.0
C -3.221 1.603 3.609 0.0 0.0 0.0
C -2.838 0.337 3.300 0.0 0.0 0.0
C -2.204 0.010 2.068 0.0 -0.1 0.0
C -1.961 -1.355 1.739 -0.3 0.1 -0.1
C -2.052 -2.479 2.725 0.0 0.0 0.0
O -1.689 -1.776 0.573 0.2 -0.1 -0.1
C -1.942 1.085 1.173 0.0 0.0 -0.1
O -1.262 0.971 0.038 -0.5 0.1 0.1
C -2.341 2.382 1.485 0.0 0.0 0.1
H -3.682 5.801 2.661 0.0 0.0 0.0
H -3.743 4.753 1.224 0.0 0.0 0.0
H -2.173 5.141 1.990 0.0 0.0 0.0
H -3.720 1.838 4.538 0.0 0.0 0.0
H -3.064 -0.446 4.006 0.0 0.0 0.0
H -2.263 -2.166 3.739 0.0 0.0 0.0
H -1.095 -3.002 2.709 0.0 0.0 0.0
H -2.812 -3.185 2.391 0.0 0.0 0.0
H -2.121 3.156 0.767 0.0 0.0 0.0
C 4.725 -0.403 -0.699 0.0 0.0 0.0
N 3.461 0.034 -1.267 -0.2 -0.2 0.0
C 3.186 -0.487 -2.601 0.0 0.1 -0.1
P 2.306 0.800 -0.393 0.6 0.0 0.4
O 0.934 0.452 -0.893 -0.9 -0.2 -0.4
N 2.493 0.389 1.190 -0.2 0.0 -0.1
C 3.191 1.186 2.183 0.0 0.1 0.0
C 2.127 -0.947 1.638 0.0 0.0 0.0
N 2.556 2.416 -0.479 -0.2 0.0 -0.2
C 3.800 3.049 -0.878 0.0 0.0 -0.1
C 1.497 3.326 -0.070 0.0 0.0 0.1
H 4.786 -1.495 -0.690 0.0 0.0 0.0
H 4.834 -0.044 0.323 0.0 0.0 0.0
H 5.565 -0.020 -1.284 0.0 0.0 0.0
H 3.239 -1.579 -2.597 0.0 0.0 0.0
H 3.913 -0.104 -3.321 0.0 0.0 0.0
H 2.190 -0.190 -2.919 0.0 0.0 0.0
H 3.470 2.152 1.771 0.0 0.0 0.0
H 4.099 0.680 2.526 0.0 0.0 0.0
H 2.551 1.354 3.054 0.0 0.0 0.0
H 1.597 -1.480 0.853 0.0 0.0 0.0
H 1.482 -0.881 2.520 0.0 0.0 0.0
H 3.013 -1.529 1.912 0.0 0.0 0.0
H 4.529 2.302 -1.179 0.0 0.0 0.0
H 4.220 3.637 -0.056 0.0 0.0 0.0
H 3.631 3.721 -1.723 0.0 0.0 0.0
H 0.600 2.764 0.183 0.0 0.0 0.0
H 1.253 4.013 -0.884 0.0 0.0 0.0
H 1.803 3.919 0.799 0.0 0.0 0.0
```
Positions in Å, forces in eV/Å.

The electronic energy comes out at -59441.07059 eV. The HOMO-LUMO gap is 7.195 eV. The value obtained for the energy relative to the best compared isomer or geometry (same formula, charge and spin) is 54.51 kJ/mol. The value obtained for the lowest unoccupied orbital energy is -4.2 eV. Its highest occupied orbital energy is -11.41 eV. Its charge is +1.

The following is a quantum chemistry calculation of C5H10N2O in the gas phase in a non-equilibrium geometry, from the Open Molecules 2025 dataset.

The geometry in XYZ format:
```
18
Properties=species:S:1:pos:R:3:forces:R:3
H 2.491 1.950 0.757 0.0 -0.3 -0.5
N 1.625 2.236 0.297 0.1 1.1 0.8
C 0.939 1.331 -0.196 -1.4 -1.3 -1.2
C -0.429 0.944 -0.766 0.8 1.0 0.3
C -1.677 1.093 0.072 0.1 -0.2 0.1
C 0.655 -0.084 -0.489 0.5 -0.8 1.8
O 1.301 -0.669 -1.583 0.0 -0.2 -0.1
C 0.523 -1.017 0.765 0.2 0.7 -1.2
N -0.415 -2.073 0.454 -0.3 0.0 -0.1
H -0.564 1.169 -1.820 0.2 -0.1 0.0
H -2.258 1.944 -0.276 0.0 0.0 0.0
H -1.431 1.266 1.117 0.0 0.0 0.1
H -2.289 0.194 0.016 -0.1 0.0 0.0
H 0.658 -1.218 -2.048 0.0 0.1 0.0
H 0.148 -0.436 1.608 0.0 0.0 -0.1
H 1.534 -1.380 1.010 -0.1 0.1 0.0
H -0.798 -2.514 1.283 0.2 -0.2 -0.3
H -0.013 -2.737 -0.199 -0.2 -0.2 0.4
```
Positions in Å, forces in eV/Å.

The electronic energy comes out at -10372.68607 eV. The HOMO-LUMO gap is 9.417 eV. The value obtained for the energy relative to the best compared isomer or geometry (same formula, charge and spin) is 252.71 kJ/mol. The value obtained for the lowest unoccupied orbital energy is 0.8 eV. Its highest occupied orbital energy is -8.63 eV. Its SMILES is [H]/N=C1/[C@H](C)[C@]1(O)CN.

The following is a quantum chemistry calculation of 2 unconnected molecules or ions with the total composition C3H11N3S2, from the Open Molecules 2025 dataset.

The geometry in XYZ format:
```
19
Properties=species:S:1:pos:R:3:forces:R:3
C -0.250 3.136 1.965 -0.4 0.2 -0.3
C -0.676 1.676 2.002 -0.4 0.2 0.5
S -0.989 1.095 0.317 0.3 -0.8 0.1
S -1.402 -0.870 0.579 0.3 0.7 0.3
H -1.011 3.787 1.527 0.0 -0.2 -0.1
H 0.676 3.262 1.411 0.1 0.1 0.0
H -0.116 3.486 2.982 0.2 -0.1 0.2
H -1.589 1.519 2.581 0.0 0.0 0.0
H 0.105 1.039 2.426 -0.1 0.0 -0.2
H -0.247 -1.311 -0.040 0.0 -0.2 -0.4
N 1.698 -1.774 -0.252 -0.6 0.3 0.2
C 1.598 -1.463 -1.627 -0.1 0.4 0.3
N 1.217 -0.160 -1.814 -0.3 0.6 -0.2
N 1.730 -2.238 -2.602 0.2 -0.7 -0.3
H 2.137 -2.658 -0.043 0.0 0.0 0.0
H 2.053 -1.020 0.321 0.3 -0.1 0.0
H 1.002 0.480 -1.074 0.3 -0.1 0.0
H 1.011 0.153 -2.748 0.1 -0.2 0.0
H 2.030 -3.168 -2.317 0.0 0.1 -0.2
```
Positions in Å, forces in eV/Å.

The electronic energy comes out at -29422.06962 eV. The HOMO-LUMO gap (spin up / spin down) is 8.363 / 4.250 eV. The value obtained for the energy relative to the best compared isomer or geometry (same formula, charge and spin) is 29.06 kJ/mol. The value obtained for the lowest unoccupied orbital energy (spin up / spin down) is -4.4 / -8.4 eV. As for the spin multiplicity: 2. Its highest occupied orbital energy (spin up / spin down) is -12.72 / -12.67 eV. Its charge is +1.